[1]
Below is 3 unconnected molecules or ions with the total composition C16H34Cl4O3PS, with properties calculated with wB97M-V/def2-TZVPD.

Geometry (Å):
C -1.32083 0.62872 -5.33321
C -0.74462 -0.57750 -4.57041
P -1.88186 -2.09392 -4.73454
C -0.62744 -3.45065 -4.79617
C -2.85984 -2.35676 -3.23407
C -2.11431 -3.10793 -2.12926
C -0.89915 -2.43982 -1.45049
C -0.73853 -2.87863 0.02515
C -1.41198 -1.94107 1.04205
C -0.41646 -1.42111 2.08852
C 0.40565 -0.28202 1.47971
O 1.71088 -0.19261 2.05008
C 2.69462 -0.10205 1.03170
C -3.28928 -0.97903 -2.80612
S -4.66706 -1.03216 -1.64433
O -4.17810 -0.82907 -0.29739
O -5.50550 -2.17817 -1.85500
H -0.59229 1.03266 -6.03770
H -1.62297 1.43477 -4.66462
H -2.18350 0.32936 -5.93019
H -0.49845 -0.30857 -3.54252
H 0.19504 -0.85490 -5.05528
H -1.14133 -4.38246 -5.02031
H 0.00354 -3.22006 -5.65540
H -0.00290 -3.54003 -3.91031
H -1.76990 -4.05650 -2.54816
H -2.82075 -3.38486 -1.33754
H 0.04126 -2.70657 -1.93428
H -0.96317 -1.34993 -1.44058
H -1.15266 -3.88061 0.14742
H 0.32705 -2.94539 0.26447
H -2.23432 -2.42296 1.56574
H -1.82222 -1.07176 0.52691
H -0.95413 -1.03291 2.95636
H 0.25535 -2.20722 2.43241
H -0.14126 0.65169 1.63576
H 0.46151 -0.45815 0.40422
H 2.43418 0.66692 0.30152
H 3.63443 0.15765 1.51143
H 2.77925 -1.05217 0.50023
H -3.66289 -0.47703 -3.70865
H -2.50756 -0.34063 -2.36558
H -5.42763 0.04993 -1.97995
Cl 2.78996 -0.43601 6.34565
C 1.54971 0.79234 5.98012
C 1.90301 1.61806 4.77285
Cl 3.30725 2.68654 5.08061
H 1.42695 1.41050 6.86588
H 0.61922 0.26064 5.78964
H 1.06567 2.26343 4.51288
H 2.13605 0.99312 3.91509
Cl 4.89796 7.65769 4.35822
C 3.86843 6.29037 3.84929
C 3.72762 6.20966 2.35289
Cl 2.77705 7.56609 1.69048
H 2.90226 6.40360 4.33285
H 4.33764 5.38198 4.22002
H 3.20387 5.29275 2.08876
H 4.69753 6.21275 1.86316

Calculated values
Electronic energy = -3435.9899 Ha
Net charge = -1
Multiplicity = 1
HOMO-LUMO gap = 4.4 eV
LUMO energy = 1.97 eV

[2]
Below is 2 unconnected molecules or ions with the total composition C3H6ClO3S, with properties calculated with wB97M-V/def2-TZVPD.

Geometry (Å):
C -0.02021 -0.58778 -1.84852
C -0.14014 1.22719 -0.14049
C 0.70750 0.08750 -0.64285
O 1.81098 -0.31586 -0.22652
O -5.01726 -0.64543 0.48081
O -2.60146 -0.86231 0.56092
S -3.73847 -0.53431 -0.25976
Cl -3.45912 1.68299 -0.53849
H 0.40554 -1.54890 -2.15247
H -0.05766 0.13373 -2.63656
H -1.14962 -0.85313 -1.55366
H 0.54635 1.87278 0.48704
H -0.93575 0.74164 0.29536
H -0.58091 1.77136 -0.89450

Calculated values
Electronic energy = -1201.9404 Ha
ΔE to the lowest compared entry with this formula, charge and spin = 9.6 kcal per mole
Net charge = -1
Multiplicity = 3
HOMO-LUMO gap (spin up / spin down) = 6.0 / 5.8 eV
LUMO energy (spin up / spin down) = 3.57 / 0.93 eV

[3]
Below is 2 unconnected molecules or ions with the total composition C5H10O2, with properties calculated with wB97M-V/def2-TZVPD.

Geometry (Å):
C 2.58352 -1.03071 -0.27799
C 1.27578 -1.31299 0.45059
O 0.24395 -0.52517 -0.03512
C -1.80011 0.50608 0.00442
C -1.99355 1.77410 0.75283
C -1.31818 0.41905 -1.29654
O -0.82141 -0.70121 -1.63614
H 2.81414 0.03701 -0.20477
H 3.41605 -1.60819 0.13884
H 2.47510 -1.27874 -1.33911
H 0.98505 -2.38095 0.38952
H 1.36615 -1.07520 1.52665
H -2.04200 -0.43219 0.49083
H -3.02719 1.87105 1.11343
H -1.34506 1.76198 1.64467
H -1.72263 2.64629 0.14916
H -1.08959 1.32978 -1.87127

Calculated values
Electronic energy = -346.8084 Ha
ΔE to the lowest compared entry with this formula, charge and spin = 136.2 kcal per mole
Multiplicity = 1
HOMO-LUMO gap (spin up / spin down) = 8.3 / 8.3 eV
LUMO energy (spin up / spin down) = -0.46 / -0.89 eV

[4]
Below is a molecular structure, C12H17Cl5O3Pb, with properties calculated with wB97M-V/def2-TZVPD.

Geometry (Å):
C 1.95146 -1.37787 0.75575
C 2.60851 -0.38725 -0.03421
C 2.21783 -0.58332 -1.39122
C 3.49601 0.69964 0.43874
C 1.32407 -1.69805 -1.44714
C 1.15976 -2.19631 -0.13294
C 0.29043 -3.32348 0.26140
C 1.99565 -1.49464 2.22724
C 2.65325 0.24491 -2.53724
C 0.67871 -2.21292 -2.67553
Pb -0.32320 0.77869 0.26369
Cl 2.18923 4.64432 0.41196
Cl 0.85109 1.98270 2.12330
Cl 0.06226 1.88371 -2.02953
H 3.39602 0.83137 1.51777
H 3.24114 1.66190 -0.02690
H 4.54159 0.45940 0.20097
H 2.74574 1.29531 -2.23655
H 1.92468 0.19464 -3.35553
H 3.62796 -0.09797 -2.91601
H 0.34511 -1.39019 -3.31629
H -0.17570 -2.84669 -2.42937
H 1.39230 -2.81813 -3.24868
H -0.56403 -3.41787 -0.41776
H -0.09092 -3.20104 1.27894
H 0.86385 -4.25901 0.21275
H 2.09041 -0.50659 2.69912
H 2.86889 -2.10211 2.50934
H 1.09086 -1.98348 2.61234
O -1.13458 -1.08769 1.27721
H -2.08394 -1.11281 1.35566
Cl -5.07093 1.74706 1.18666
C -4.37668 2.09682 -0.39098
Cl -3.83749 3.74384 -0.66405
C -3.14128 1.19823 -0.52363
O -3.04208 0.30593 -1.37057
O -2.32986 1.58108 0.40949
H -5.12815 1.87466 -1.13898

Calculated values
Electronic energy = -3187.0353 Ha
ΔE to the lowest compared entry with this formula, charge and spin = 9.7 kcal per mole
Net charge = -2
Multiplicity = 1
HOMO-LUMO gap (spin up / spin down) = 4.1 / 4.1 eV
LUMO energy (spin up / spin down) = 3.02 / 3.01 eV

[5]
Below is a molecular structure, C36H29BF4MnN2O8S2, with properties calculated with wB97M-V/def2-TZVPD.

Geometry (Å):
Mn -0.81670 0.09463 -0.06353
C -1.19838 3.12072 2.91053
C -1.62242 2.01691 1.98341
O -0.82239 1.69109 1.08780
C -2.92320 1.40636 2.14795
C -3.75372 1.86694 3.18702
C -5.00542 1.35509 3.41082
C -5.46952 0.33170 2.57078
C -4.69666 -0.15052 1.55449
C -3.38360 0.34839 1.30144
O -2.72947 -0.14148 0.31442
H -0.22015 3.47607 2.61157
H -1.13687 2.74284 3.93079
H -1.90808 3.94620 2.90082
H -3.38371 2.64750 3.83437
H -5.61572 1.72496 4.22368
H -6.45515 -0.09088 2.73505
H -5.03896 -0.95078 0.91137
O 2.25554 -0.11628 -2.61087
C 1.29192 0.21045 -1.91835
O 1.12834 0.01448 -0.67233
C 0.12470 0.93573 -2.58898
C 0.21115 1.32002 -3.94218
C -0.83132 2.00190 -4.49507
C -1.94536 2.34246 -3.68972
C -3.03189 3.09635 -4.18639
C -4.07403 3.44290 -3.36854
C -4.06387 3.05372 -2.01930
C -3.02909 2.31000 -1.51410
C -1.95305 1.92870 -2.34570
N -0.92422 1.18950 -1.82544
H 1.10788 1.05114 -4.47935
H -0.81760 2.30899 -5.53415
H -3.01451 3.40259 -5.22583
H -4.90060 4.02627 -3.75334
H -4.87819 3.34541 -1.36886
H -3.01149 2.00770 -0.47713
O -0.93486 -1.64268 -1.24560
S -1.23094 -3.03138 -0.75242
C -1.13456 -4.00715 -2.26166
C -1.66986 -5.28727 -2.26911
C -1.58117 -6.05162 -3.42041
C -0.96850 -5.52932 -4.55200
C -0.44603 -4.24266 -4.53414
C -0.52779 -3.46949 -3.38806
C 0.27290 -3.68088 -0.02834
C 1.49604 -3.11637 -0.35372
C 2.63735 -3.64564 0.22456
C 2.54669 -4.72014 1.09716
C 1.31292 -5.26384 1.41621
C 0.15960 -4.73293 0.86131
H -2.14666 -5.68082 -1.38069
H -1.99322 -7.05248 -3.43626
H -0.90056 -6.12728 -5.45206
H 0.03328 -3.83710 -5.41553
H -0.12595 -2.46535 -3.35071
H 1.54847 -2.24882 -0.99417
H 3.59822 -3.19908 0.00485
H 3.44307 -5.11542 1.55773
H 1.24220 -6.07034 2.13425
H -0.81546 -5.09239 1.15697
F -1.89707 -2.81289 2.34830
B -0.95945 -1.86557 2.75335
F -0.50522 -1.16946 1.56593
F 0.15543 -2.48469 3.30575
F -1.51060 -0.95212 3.62125
N 1.89287 0.62212 2.21648
C 2.14688 1.84050 2.76519
C 2.39920 2.95512 1.94883
C 2.57515 4.20640 2.50705
C 2.50363 4.39724 3.88258
C 2.26048 3.30217 4.69031
C 2.08824 2.03730 4.14930
S 2.74771 6.03109 4.57618
O 2.35729 5.90474 5.97825
O 1.87679 6.90164 3.79002
O 4.16878 6.31198 4.38487
H 1.80884 -0.17984 2.81712
H 2.13316 0.44146 1.25532
H 2.42326 2.82370 0.87249
H 2.75258 5.06482 1.87116
H 2.19691 3.45913 5.75976
H 1.87958 1.19163 4.79613

Calculated values
Electronic energy = -4472.8267 Ha
ΔE to the lowest compared entry with this formula, charge and spin = 12.2 kcal per mole
Net charge = -2
Multiplicity = 2
HOMO-LUMO gap (spin up / spin down) = 5.7 / 5.7 eV
LUMO energy (spin up / spin down) = 3.44 / 3.44 eV

[6]
Below is C5H5FO in the gas phase, with properties calculated with wB97M-V/def2-TZVPD.

Geometry (Å):
F 2.47985 -0.79938 -0.04897
C 1.74259 0.36794 -0.03414
C 0.24203 0.00498 -0.05525
C -0.90382 0.87578 -0.01566
C -1.98972 0.04725 -0.00534
O -1.59598 -1.24569 -0.10470
C -0.27430 -1.26426 0.03724
H 2.05917 1.00894 -0.85693
H 2.00023 0.92780 0.86952
H -0.97089 1.97231 -0.00005
H -3.05841 0.29592 0.00157
H 0.26924 -2.19158 0.21271

Calculated values
Electronic energy = -368.5870 Ha
ΔE to the lowest compared entry with this formula, charge and spin = 7.2 kcal per mole
SMILES string = FCc1ccoc1
Multiplicity = 1
HOMO-LUMO gap = 9.8 eV
LUMO energy = 1.03 eV